Below is a molecular structure, C32H41BrI2N5O7, with properties calculated with wB97M-V/def2-TZVPD.

The calculation puts the highest occupied orbital energy at -0.426 hartree. The charge is +1. The electronic energy comes out at -5212.9144 Ha. The LUMO energy comes out at -4.7 eV.

Positions of all 88 atoms, in Å:
C  4.71213  -4.22295  3.60486
C  4.11117  -2.87283  2.89587
C  4.44442  -2.77704  1.25900
C  6.10384  -2.57249  1.19589
C  6.71384  -2.61697  -0.32271
C  8.30376  -2.16725  -0.43019
C  9.21853  -2.98290  0.68280
O  9.43763  -2.01761  1.80064
C  9.60372  -2.73200  3.07827
C  3.79726  -1.45668  0.58111
N  2.50117  -1.62641  -0.16782
Br  3.00419  -1.57315  -2.01623
C  1.54689  -0.41990  -0.03884
I  1.14835  0.88155  -1.80880
C  0.85220  -0.01370  1.20751
C  1.00039  -0.84632  2.60984
I  -0.44764  1.80091  1.18595
C  1.81438  -2.95983  0.00265
C  2.88450  -4.18445  -0.15758
N  4.11902  -4.11002  0.68363
H  5.44118  -4.84737  2.89587
H  3.91245  -4.95155  4.05124
H  5.41315  -3.84461  4.49427
H  2.92416  -2.97116  2.94774
H  4.44726  -1.86775  3.40986
H  6.68411  -3.37974  1.82378
H  6.28964  -1.47302  1.62115
H  6.69356  -3.76374  -0.65454
H  6.09635  -2.04180  -1.13231
H  8.43549  -1.00642  -0.36244
H  8.68409  -2.53747  -1.49895
H  8.75549  -3.99967  1.03088
H  10.29948  -3.21797  0.23912
H  9.96852  -3.83854  2.96430
H  10.42150  -2.13966  3.69080
H  8.60455  -2.71187  3.70829
H  3.59054  -0.67241  1.45723
H  4.53616  -0.87749  -0.15678
H  0.42469  -0.19969  3.43298
H  2.09509  -0.95601  3.01431
H  0.42685  -1.89365  2.61632
H  1.04937  -3.05946  -0.90832
H  1.25049  -3.11468  1.01375
H  3.22781  -4.40079  -1.27347
H  2.30375  -5.17517  0.17114
H  4.92894  -4.65195  0.32008
C  -1.14484  0.34261  -4.22175
C  -2.49015  0.62119  -4.46810
C  -3.20188  -0.13489  -5.40147
C  -2.55471  -1.17533  -6.08221
C  -1.20218  -1.45219  -5.84247
C  -0.50007  -0.68736  -4.90880
N  -3.30417  -1.99019  -7.04595
O  -4.49380  -1.70179  -7.24427
O  -2.70604  -2.92199  -7.60275
H  -0.59555  0.93125  -3.48895
H  -2.98531  1.42651  -3.92973
H  -4.24974  0.09473  -5.58203
H  -0.68621  -2.25350  -6.36728
H  0.54939  -0.89643  -4.71341
C  -6.52865  5.58250  -2.26291
C  -6.30728  5.22056  -0.93319
C  -5.25821  4.35859  -0.60787
C  -4.43036  3.86637  -1.62628
C  -4.65506  4.22197  -2.96289
C  -5.70910  5.08248  -3.27627
N  -3.31028  2.98015  -1.28789
O  -3.15597  2.67364  -0.09627
O  -2.58091  2.59271  -2.21198
H  -7.34443  6.25936  -2.51103
H  -6.95123  5.61322  -0.14916
H  -5.09882  4.08613  0.43315
H  -4.02337  3.84341  -3.76376
H  -5.88984  5.36687  -4.31054
C  -8.32977  3.99287  5.25190
C  -9.05170  3.08714  4.47305
C  -9.28708  3.35678  3.12350
C  -8.78868  4.53975  2.56052
C  -8.07022  5.45442  3.34197
C  -7.84360  5.17516  4.69116
N  -9.01088  4.81685  1.13633
O  -9.66741  3.99224  0.48311
O  -8.52603  5.85681  0.66787
H  -8.14393  3.77558  6.30235
H  -9.42865  2.16855  4.91763
H  -9.85139  2.64078  2.53000
H  -7.68196  6.37866  2.91913
H  -7.28437  5.87745  5.30541


Below is a molecular structure, C32H41ClIN4O4Sn, with properties calculated with wB97M-V/def2-TZVPD.

The calculation puts the highest occupied orbital energy (spin up / spin down) at -0.361 / -0.361 hartree. The charge is +1. For the energy above the lowest of the compared OMol25 structures with the same formula, charge and spin, the calculation gives 0.0 kcal/mol. The electronic energy comes out at -2735.9075 Ha. The LUMO energy (spin up / spin down) comes out at -4.7 / -4.6 eV.

Positions of all 84 atoms, in Å:
Sn  -0.13649  -1.01584  0.07847
C  0.31158  -3.26896  3.16244
O  1.13382  -2.75890  2.12195
C  2.24462  -3.58344  1.83459
C  3.10368  -2.87374  0.81038
O  2.42762  -2.51253  -0.39427
C  2.41950  -3.50612  -1.41791
C  1.39172  -4.61311  -1.30289
O  0.11014  -4.06510  -1.14125
C  -0.90367  -5.05205  -1.13105
H  0.88504  -3.39505  4.08535
H  -0.48407  -2.54559  3.32895
H  -0.12110  -4.23498  2.88079
H  2.84985  -3.72238  2.73919
H  1.91784  -4.57095  1.49349
H  3.42520  -1.93714  1.26001
H  3.98871  -3.47581  0.58041
H  2.24301  -2.96404  -2.34747
H  3.40638  -3.97773  -1.47340
H  1.44083  -5.19284  -2.23423
H  1.62279  -5.29781  -0.47765
H  -0.95179  -5.57811  -2.08893
H  -0.73307  -5.78407  -0.33487
H  -1.84798  -4.54171  -0.95292
Cl  2.29893  2.78781  5.88173
C  1.38225  1.86898  4.72739
C  0.15002  1.39466  5.06530
C  -0.61514  0.66038  4.14456
I  -2.50360  -0.04389  4.67651
C  -0.17998  0.37616  2.85647
O  -0.91942  -0.27820  1.98681
C  1.14627  0.85797  2.53087
N  1.61415  0.57185  1.28836
C  2.79526  1.00732  0.90999
C  3.61818  1.76978  1.74968
C  3.18116  2.06771  3.00961
C  1.91679  1.61346  3.44772
H  -0.24238  1.59296  6.05421
H  3.11150  0.73987  -0.09450
H  4.58405  2.10618  1.39756
H  3.79402  2.65440  3.68162
N  -6.66219  -0.31406  -1.17152
C  -5.33306  -0.42239  -0.92174
C  -4.85213  -0.72551  0.36043
C  -3.49715  -0.84610  0.56170
N  -2.59155  -0.68987  -0.41480
C  -3.04802  -0.38529  -1.63720
C  -4.38103  -0.24149  -1.93777
H  -7.33208  -0.41029  -0.43186
H  -6.99566  -0.05649  -2.08096
H  -5.53717  -0.85835  1.18962
H  -3.09916  -1.05660  1.54919
H  -2.29202  -0.25525  -2.40673
H  -4.69038  0.00658  -2.94648
C  -1.36220  3.66608  1.49858
C  -1.27345  2.77032  0.26466
C  -2.56480  2.87981  -0.57503
C  -0.12098  3.07239  -0.63592
C  0.45488  4.31607  -0.68533
C  1.36868  4.62531  -1.69236
C  1.70295  3.72898  -2.71464
C  1.20127  2.45318  -2.72634
C  1.59496  1.52103  -3.84298
C  2.55979  0.42059  -3.36410
C  0.37669  0.92641  -4.56102
C  0.33794  2.02866  -1.59914
N  0.07740  0.78693  -1.43477
H  -2.12267  3.27357  2.17527
H  -1.65576  4.68522  1.23000
H  -0.41707  3.70919  2.04246
H  -1.18869  1.73002  0.56900
H  -2.70110  3.90225  -0.93575
H  -3.42083  2.61381  0.04791
H  -2.54034  2.20624  -1.43276
H  0.17956  5.07608  0.03536
H  1.81381  5.61400  -1.70226
H  2.36111  4.05261  -3.51252
H  2.13828  2.13411  -4.56467
H  2.04389  -0.25376  -2.68282
H  3.42176  0.85003  -2.84661
H  2.92962  -0.14301  -4.22261
H  -0.16959  0.26076  -3.89529
H  0.71000  0.35833  -5.43152
H  -0.29973  1.71050  -4.90974